(1)
Here is 13 unconnected molecules or ions with the total composition C36H70Cl24N4OPS from OMol25. Energies are from ωB97M-V/def2-TZVPD.

Calculated values
Net charge   +1

Cartesian coordinates (Å):
C 8.5756 -2.6916 0.0213
C 8.1925 -1.5578 0.0854
C 7.6631 -0.1898 0.0210
C 6.6751 -0.1496 -1.1691
C 5.6867 1.0203 -1.0344
C 4.2050 0.5903 -0.9987
C 3.8554 -0.3097 -2.1757
N 2.5811 -1.1092 -2.0305
C 2.0556 -1.2344 -0.6463
C 3.1683 -1.2157 0.4037
C 4.0822 -2.4181 0.1937
C 3.3246 -3.7558 0.1714
N 3.1236 -4.1341 -1.2415
N 2.4207 -1.2755 1.6779
C 2.9827 -1.6997 2.6746
S 3.6972 -2.0646 4.0022
N 3.9093 0.0552 0.3726
P 3.1598 1.3050 1.2606
O 1.8215 1.7057 0.7689
H 8.9621 -3.6771 0.1181
H 7.1023 -0.0288 0.9426
H 8.4782 0.5175 -0.1042
H 7.2637 0.0064 -2.0720
H 6.1982 -1.1228 -1.1973
H 5.8481 1.4941 -0.0671
H 5.8072 1.7912 -1.7954
H 3.6304 1.5125 -1.1305
H 4.6368 -1.0095 -2.4505
H 3.7334 0.3357 -3.0429
H 1.8615 -0.7344 -2.6501
H 2.7540 -2.0706 -2.3601
H 1.3434 -0.4284 -0.4843
H 1.4760 -2.1497 -0.5907
H 4.9285 -2.4061 0.8802
H 4.5314 -2.3398 -0.7966
H 3.9118 -4.4840 0.7340
H 2.3641 -3.6709 0.6758
H 4.0123 -4.4307 -1.6302
H 2.4904 -4.9249 -1.2896
H 3.1684 0.9544 2.6132
H 4.0876 2.3513 1.1363
Cl -2.8849 2.8475 -2.2038
C -1.8975 2.3752 -0.8024
C -0.7841 1.4322 -1.1505
Cl -1.3990 -0.1891 -1.6424
H -2.5568 1.9364 -0.0590
H -1.4849 3.2938 -0.3871
H -0.1534 1.2886 -0.2763
H -0.1712 1.8113 -1.9633
Cl 0.2686 4.4353 -2.6235
C -0.1604 4.6855 -4.3406
C 0.4629 5.9347 -4.9035
Cl -0.2385 7.4140 -4.2064
H -1.2450 4.7094 -4.4106
H 0.2027 3.8173 -4.8883
H 0.2845 5.9777 -5.9754
H 1.5362 5.9576 -4.7282
Cl -4.0400 9.6318 -1.7135
C -3.0562 9.1400 -0.3117
C -1.9365 8.2109 -0.7036
Cl -2.5375 6.6197 -1.2295
H -3.7182 8.6779 0.4164
H -2.6418 10.0491 0.1212
H -1.2860 8.0380 0.1526
H -1.3380 8.6240 -1.5122
Cl 0.3986 6.3121 -8.6809
C -1.2509 6.5102 -9.3341
C -2.1798 7.1887 -8.3612
Cl -2.5515 6.1698 -6.9453
H -1.6177 5.5259 -9.6125
H -1.1610 7.1157 -10.2340
H -3.1270 7.3988 -8.8546
H -1.7644 8.1244 -7.9957
Cl -5.4158 -0.8617 1.7534
C -4.9992 -1.1302 0.0405
C -5.9905 -2.0246 -0.6542
Cl -5.9237 -3.7063 -0.0563
H -3.9923 -1.5403 0.0062
H -4.9896 -0.1537 -0.4424
H -5.7709 -2.0586 -1.7212
H -7.0102 -1.6716 -0.5250
Cl -4.1798 5.3196 2.0785
C -5.1529 3.8992 2.5487
C -4.3106 2.8193 3.1752
Cl -3.2050 2.1039 1.9768
H -5.6644 3.5421 1.6586
H -5.8990 4.2388 3.2650
H -4.9463 2.0191 3.5521
H -3.7105 3.1988 3.9982
Cl -9.4518 -3.1553 -1.8590
C -9.0728 -4.7606 -1.1734
C -10.0538 -5.8158 -1.6080
Cl -11.6689 -5.5672 -0.8989
H -9.0480 -4.6631 -0.0912
H -8.0738 -5.0184 -1.5225
H -9.7073 -6.7918 -1.2713
H -10.1650 -5.8404 -2.6894
Cl -4.3007 -3.2641 -4.3507
C -3.9713 -4.6869 -3.3276
C -4.8506 -5.8619 -3.6705
Cl -6.5514 -5.5605 -3.2392
H -4.1056 -4.3888 -2.2901
H -2.9277 -4.9565 -3.4834
H -4.5264 -6.7335 -3.1041
H -4.8112 -6.1042 -4.7294
Cl -2.0590 -1.0978 3.1707
C -0.6453 -0.1084 3.6115
C 0.1343 -0.6999 4.7575
Cl -0.7660 -0.6365 6.2914
H -1.0013 0.8924 3.8445
H -0.0087 -0.0499 2.7279
H 1.0532 -0.1322 4.9053
H 0.3939 -1.7391 4.5660
Cl -12.5015 -8.3697 3.9557
C -12.1180 -6.6310 4.0279
C -11.7470 -6.0734 2.6784
Cl -10.1870 -6.7070 2.0959
H -11.3152 -6.4958 4.7481
H -13.0072 -6.1237 4.3981
H -11.6459 -4.9912 2.7427
H -12.4985 -6.3056 1.9285
Cl 7.2525 1.9275 2.7981
C 8.1143 1.5133 4.3106
C 9.1895 0.4918 4.0655
Cl 8.4962 -1.0937 3.6290
H 7.3793 1.1608 5.0291
H 8.5534 2.4340 4.6895
H 9.7811 0.3483 4.9679
H 9.8538 0.7992 3.2616
Cl 10.9472 -0.4656 7.1648
C 10.4051 -2.1484 6.9034
C 11.4070 -3.1495 7.4170
Cl 12.9019 -3.1525 6.4493
H 10.2210 -2.2796 5.8400
H 9.4624 -2.2637 7.4357
H 10.9838 -4.1507 7.3560
H 11.6764 -2.9486 8.4507

---

(2)
Here is a molecular structure, C3H3N3O from OMol25. Energies are from ωB97M-V/def2-TZVPD.

Calculated values
Energy above the lowest of the compared OMol25 structures with the same formula, charge and spin   382.9 kJ/mol

Cartesian coordinates (Å):
N 1.6656 0.1148 0.9060
C 0.9705 0.1758 -0.1308
N 1.0308 1.1089 -1.2712
N -0.2077 1.1596 -1.3827
O -1.0952 -0.7213 1.8152
C -1.4264 -0.5773 0.6655
C -0.4556 -0.1523 -0.4480
H 2.5475 0.6147 0.7886
H -2.4410 -0.8669 0.3300
H -0.5885 -0.8561 -1.2726

---

no.,strongest force on any atom (eV/Å),gap between HOMO and LUMO (eV),total energy (Eh)
1,1.37,8.63,-13491.903518
2,0.89,9.55,-355.494060